Computed, not measured: a 13-piece molecular cluster, C3H31N2O14 overall, with ωB97M-V/def2-TZVPD.

Properties
Charge = -1
Spin multiplicity = 1
HOMO-LUMO gap = 0.327 Ha
Energy above the lowest of the compared OMol25 structures with the same formula, charge and spin = 0.0 kcal per mole
Electronic energy = -35262.7826 eV

Last column: Löwdin charge in e.
Positions of all 50 atoms, in Å:
1 O -1.69134 0.18390 -3.99444  -0.070
2 O -1.54368 -0.99477 -0.84603  -0.065
3 O -3.08117 1.57421 1.91258  -0.091
4 O 0.32473 -1.71612 3.63036  -0.046
5 O 3.00489 2.27682 2.93125  -0.077
6 O 0.29752 -2.96919 -0.78409  -0.066
7 O -0.36653 0.95605 3.89579  -0.067
8 O 2.68289 -3.17772 0.35550  -0.093
9 O -2.77586 -3.26090 0.77944  -0.075
10 O 0.46928 2.59085 1.93433  -0.087
11 O 1.43982 -1.55886 -3.79087  -0.057
12 O -3.20209 1.48687 -0.59811  -0.046
13 O -0.96809 2.52563 -2.20575  -0.090
14 O -1.59138 -0.35325 1.29075  -0.053
15 N 0.03977 0.48670 -0.05923  0.048
16 N 3.37675 1.07297 -1.21432  -0.004
17 C -1.07937 -0.38239 0.14970  -0.722
18 C 2.40968 0.04389 -0.98322  -0.241
19 C 0.90840 0.50924 -1.19383  -0.203
20 H -1.28451 0.79803 3.63651  0.038
21 H 0.10503 0.11229 3.76896  0.013
22 H 2.29680 -0.29726 0.04780  0.111
23 H -2.15294 1.60689 1.67547  -0.018
24 H -0.13075 -3.77936 -0.50575  0.049
25 H -0.23851 2.35294 1.32387  0.017
26 H -3.93876 1.98464 -0.95962  0.061
27 H 2.46655 2.35090 2.13319  -0.003
28 H 0.97917 1.47552 -1.70903  0.095
29 H -1.37112 1.05703 -3.72928  0.001
30 H 0.44772 -0.14364 -1.95643  0.081
31 H -3.17742 0.59799 -0.98932  0.055
32 H -1.19443 -0.44808 -3.46319  0.005
33 H -2.64232 -2.43157 1.25610  0.006
34 H 1.16044 -0.79129 -4.30494  0.036
35 H 0.54233 -2.14248 2.79025  0.057
36 H 1.88325 -1.14825 -3.03144  -0.013
37 H 0.10110 2.24001 2.77341  0.009
38 H 1.87052 -2.69319 0.10898  -0.018
39 H -2.85939 -3.02877 -0.14874  0.019
40 H -3.31044 0.74574 1.48915  0.010
41 H 3.17210 -3.33596 -0.45304  0.024
42 H 3.68101 1.67547 -0.46572  0.063
43 H 2.48244 1.82212 3.59462  0.019
44 H 3.36180 1.64877 -2.03811  0.063
45 H -1.26651 2.13861 -1.35052  0.024
46 H -1.89562 2.74075 -2.40252  0.040
47 H 0.54820 0.55600 0.81314  0.103
48 H -0.34701 -2.31425 -1.12624  0.017
49 H 2.68908 -0.79336 -1.64169  0.085
50 H -0.63199 -1.85014 3.65431  0.055

Atomic forces in eV per Å
0.00 0.08 -0.46
0.03 0.04 -0.47
-0.47 0.79 1.37
-0.22 -0.41 -0.20
0.89 0.06 -0.05
0.57 0.33 -0.39
-0.04 0.19 0.52
0.17 0.25 0.65
-0.21 -0.61 0.37
-0.55 0.25 0.06
0.15 0.41 0.02
0.26 -0.06 -0.73
-1.66 -0.03 0.71
0.78 -0.72 0.09
0.10 -0.30 1.25
1.51 0.58 0.65
-0.18 0.39 -0.78
-1.96 0.59 -0.07
0.45 -1.00 -2.37
0.08 -0.12 -0.18
-0.29 0.04 -0.17
1.36 -0.15 0.03
0.05 -0.01 -0.02
-0.42 0.18 0.01
0.28 0.12 -0.40
-0.16 -0.28 -0.07
-0.47 -0.03 0.43
-0.24 0.10 0.56
0.12 -0.22 0.33
0.01 0.15 0.34
-0.01 0.13 -0.19
-0.11 0.07 0.29
0.19 0.29 -0.45
-0.10 -0.14 -0.12
0.28 0.15 0.00
-0.21 -0.37 -0.25
0.44 -0.09 -0.01
0.24 -0.61 -0.35
0.18 0.47 0.06
-0.06 -0.12 -0.03
-0.18 0.10 -0.17
-0.36 -0.36 0.40
-0.29 -0.01 -0.21
-0.64 -0.42 -0.36
1.14 -0.31 -0.02
0.32 0.49 -0.85
-0.16 0.43 0.11
-0.35 -0.35 0.44
-0.26 -0.05 0.58
0.00 0.12 0.11